Below is a molecular structure, C42H50HfN7O5PSSe, with properties calculated with ωB97M-V/def2-TZVPD.

```
108
Properties=species:S:1:pos:R:3:forces:R:3
Hf -0.175 -0.505 -0.705 2.75 -0.14 0.05
O -1.498 3.203 0.397 0.03 -0.10 -0.09
C -0.870 2.183 0.472 0.00 0.59 0.26
O -0.746 1.311 -0.499 -0.64 1.31 0.97
C -0.052 1.873 1.716 0.18 -0.14 0.05
C -0.146 2.806 2.763 -0.01 0.08 0.08
C 0.551 2.583 3.912 -0.03 -0.02 -0.05
C 1.427 1.481 3.974 -0.06 -0.10 -0.21
C 2.226 1.239 5.114 0.09 -0.04 0.07
C 3.157 0.241 5.116 -0.02 0.11 0.07
C 3.364 -0.507 3.944 -0.02 -0.03 -0.11
C 2.597 -0.299 2.830 0.10 -0.09 0.00
C 1.550 0.655 2.823 0.15 -0.02 0.13
N 0.740 0.811 1.721 -0.16 0.57 -0.19
H -0.788 3.663 2.620 -0.03 -0.02 0.02
H 0.470 3.250 4.761 0.00 0.01 -0.01
H 2.105 1.884 5.975 -0.03 -0.02 0.01
H 3.775 0.064 5.985 -0.02 0.00 0.01
H 4.161 -1.238 3.910 0.01 0.02 0.00
H 2.880 -0.804 1.919 -0.10 -0.07 -0.01
O -0.877 -2.576 -0.766 -0.22 -0.53 -0.29
S -2.285 -2.284 -1.217 -0.31 -1.04 -0.48
O -2.572 -2.825 -2.498 -0.44 -0.13 0.25
O -2.279 -0.791 -1.123 -0.54 0.05 -0.12
C -3.284 -2.887 0.083 0.15 0.23 -0.09
C -4.202 -3.900 -0.132 0.03 0.01 -0.27
C -4.925 -4.376 0.950 0.01 0.02 0.08
C -4.717 -3.827 2.208 -0.05 -0.04 -0.03
C -3.787 -2.814 2.403 0.10 0.06 -0.03
C -3.043 -2.325 1.337 0.04 0.00 -0.10
P -1.891 -0.891 1.565 -0.92 -0.03 1.00
C -1.278 -1.298 3.247 0.23 0.08 -0.27
C -0.469 -2.438 3.294 -0.07 -0.01 0.01
C 0.132 -2.836 4.475 0.06 -0.04 0.01
C -0.049 -2.086 5.630 0.00 0.02 0.02
C -0.873 -0.973 5.600 0.02 -0.02 0.04
C -1.490 -0.582 4.418 -0.12 -0.01 -0.05
C -3.190 0.418 1.698 0.16 0.02 0.05
C -3.083 1.500 2.570 -0.01 -0.01 -0.05
C -4.064 2.479 2.617 0.04 0.06 0.05
C -5.151 2.422 1.765 -0.05 -0.01 -0.01
C -5.271 1.354 0.888 -0.01 -0.02 -0.03
C -4.315 0.355 0.867 0.15 0.02 0.09
H -4.339 -4.293 -1.131 -0.02 -0.02 0.04
H -5.645 -5.170 0.811 -0.02 0.01 0.00
H -5.292 -4.185 3.052 0.01 -0.02 0.00
H -3.646 -2.398 3.392 -0.01 0.00 0.01
H -0.359 -3.058 2.409 0.01 -0.01 0.04
H 0.733 -3.736 4.503 0.01 0.01 -0.02
H 0.432 -2.384 6.551 -0.02 -0.01 0.00
H -1.054 -0.407 6.505 0.01 -0.01 0.00
H -2.165 0.260 4.432 0.06 -0.08 0.09
H -2.228 1.613 3.214 -0.05 0.01 -0.05
H -3.967 3.293 3.324 0.02 0.03 -0.04
H -5.904 3.198 1.786 0.00 -0.01 0.01
H -6.116 1.288 0.216 -0.02 0.01 0.03
H -4.461 -0.476 0.199 0.01 -0.11 -0.13
N 1.286 -2.017 0.476 -0.30 -0.11 0.06
C 2.492 -2.795 0.091 0.13 0.04 -0.20
C 2.316 -3.472 -1.260 -0.07 0.22 0.02
C 2.285 -2.504 -2.433 0.10 -0.06 0.23
N 1.052 -1.679 -2.458 0.12 -0.43 0.19
H 1.387 -1.711 1.437 0.02 0.12 0.09
H 0.538 -2.705 0.513 0.05 -0.10 0.13
H 2.689 -3.559 0.845 -0.02 0.07 0.07
H 3.353 -2.126 0.066 0.00 -0.04 0.04
H 1.400 -4.071 -1.255 0.04 -0.07 -0.01
H 3.147 -4.161 -1.407 0.00 -0.02 0.01
H 2.367 -3.074 -3.360 -0.01 0.07 -0.04
H 3.145 -1.834 -2.377 0.00 -0.02 -0.06
H 0.274 -2.324 -2.592 0.01 -0.05 -0.27
H 1.054 -1.109 -3.292 -0.07 0.18 -0.04
C 3.230 0.737 -0.610 0.13 0.10 0.01
C 4.471 1.572 -1.033 -0.07 -0.02 -0.03
N 4.060 2.688 -1.870 0.12 0.14 0.00
C 3.066 3.481 -1.159 0.03 -0.08 -0.05
C 1.794 2.633 -0.901 -0.06 0.08 -0.04
N 2.008 1.218 -1.301 0.05 -0.37 -0.10
C 2.290 1.224 -2.760 0.19 0.04 -0.04
C 3.461 2.185 -3.095 0.00 -0.03 0.06
H 3.055 0.823 0.462 -0.03 -0.05 -0.05
H 3.371 -0.315 -0.860 -0.04 0.04 0.04
H 5.186 0.968 -1.594 -0.02 -0.02 0.01
H 4.988 1.964 -0.157 0.01 -0.02 0.00
H 2.833 4.364 -1.755 -0.02 0.00 0.02
H 3.507 3.824 -0.222 -0.02 -0.01 0.00
H 0.938 3.012 -1.460 -0.04 -0.05 0.02
H 1.549 2.660 0.156 -0.02 -0.02 0.01
H 1.376 1.513 -3.274 0.00 -0.03 0.00
H 2.560 0.210 -3.057 -0.05 0.03 0.02
H 3.116 3.041 -3.678 -0.01 -0.02 -0.03
H 4.228 1.673 -3.678 -0.02 0.01 -0.02
C 0.138 -0.899 -6.091 0.02 -0.18 0.00
N -0.102 0.528 -5.979 -0.11 0.07 0.09
C 0.033 1.434 -7.006 0.03 0.22 -0.07
C -0.358 2.635 -6.526 0.11 -0.05 -0.17
N -0.725 2.449 -5.214 -0.02 -0.06 -0.01
C -1.255 3.488 -4.343 -0.05 0.11 0.19
C -0.572 1.155 -4.884 0.20 -0.33 0.62
Se -1.166 0.391 -3.246 -0.76 0.33 -1.48
H -0.011 -1.205 -7.124 0.00 0.04 -0.01
H -0.575 -1.427 -5.460 0.02 0.02 0.02
H 1.159 -1.147 -5.798 -0.01 0.02 0.01
H 0.392 1.160 -7.982 -0.02 -0.05 0.02
H -0.406 3.597 -7.006 -0.02 0.00 0.02
H -1.617 4.306 -4.958 0.01 -0.01 -0.04
H -0.484 3.857 -3.668 0.03 -0.03 -0.02
H -2.072 3.085 -3.750 0.01 -0.02 -0.03
```
Positions in Å, forces in eV/Å.

Output
Max |F|   2.758 eV/A
Kohn-Sham gap   7.57 eV
Net charge   +2
DFT total energy   -151803.643 eV
HOMO energy   -12.738 eV

Löwdin atomic charge list, values in e, 99 entries: atom 1 (Hf): 1.525, atom 2 (O): 0.148, atom 3 (C): -0.573, atom 4 (O): -0.305, atom 5 (C): -0.232, atom 6 (C): 0.007, atom 7 (C): 0.038, atom 8 (C): -0.143, atom 9 (C): -0.008, atom 10 (C): -0.045, atom 11 (C): -0.041, atom 12 (C): -0.042, atom 13 (C): -0.195, atom 14 (N): 0.127, atom 15 (H): 0.134, atom 16 (H): 0.136, atom 17 (H): 0.127, atom 18 (H): 0.119, atom 19 (H): 0.119, atom 20 (H): 0.077, atom 21 (O): -0.478, atom 22 (S): 0.535, atom 23 (O): -0.218, atom 24 (O): -0.569, atom 25 (C): -0.287, atom 26 (C): -0.021, atom 27 (C): -0.028, atom 28 (C): -0.021, atom 29 (C): -0.040, atom 30 (C): -0.312, atom 31 (P): 1.117, atom 32 (C): -0.358, atom 33 (C): -0.119, atom 34 (C): -0.058, atom 35 (C): -0.057, atom 36 (C): -0.053, atom 37 (C): -0.074, atom 38 (C): -0.301, atom 39 (C): -0.116, atom 40 (C): -0.050, atom 41 (C): -0.048, atom 42 (C): -0.044, atom 43 (C): -0.070, atom 44 (H): 0.128, atom 45 (H): 0.123, atom 46 (H): 0.123, atom 47 (H): 0.121, atom 48 (H): 0.099, atom 49 (H): 0.115, atom 50 (H): 0.116, atom 51 (H): 0.118, atom 52 (H): 0.091, atom 53 (H): 0.067, atom 54 (H): 0.118, atom 55 (H): 0.117, atom 56 (H): 0.117, atom 57 (H): 0.098, atom 58 (N): -0.051, atom 59 (C): -0.208, atom 60 (C): -0.162, atom 61 (C): -0.208, atom 62 (N): -0.085, atom 63 (H): 0.033, atom 64 (H): 0.045, atom 65 (H): 0.131, atom 66 (H): 0.102, atom 67 (H): 0.121, atom 68 (H): 0.130, atom 69 (H): 0.127, atom 70 (H): 0.105, atom 71 (H): 0.065, atom 72 (H): 0.006, atom 73 (C): -0.142, atom 74 (C): -0.131, atom 75 (N): -0.154, atom 76 (C): -0.127, atom 77 (C): -0.131, atom 78 (N): -0.161, atom 79 (C): -0.163, atom 80 (C): -0.136, atom 81 (H): 0.093, atom 82 (H): 0.080, atom 83 (H): 0.124, atom 84 (H): 0.125, atom 85 (H): 0.125, atom 86 (H): 0.126, atom 87 (H): 0.120, atom 88 (H): 0.099, atom 89 (H): 0.065, atom 90 (H): 0.093, atom 91 (H): 0.123, atom 92 (H): 0.124, atom 93 (C): -0.009, atom 94 (N): -0.111, atom 95 (C): -0.014, atom 96 (C): -0.013, atom 97 (N): -0.114, atom 98 (C): -0.004, atom 99 (C): -0.594

=====

Below is a molecular structure, C42H50I4N5O3P2Sc, with properties calculated with ωB97M-V/def2-TZVPD.

```
107
Properties=species:S:1:pos:R:3:forces:R:3
Sc -0.177 1.680 -0.192 0.62 -0.15 -0.34
O -1.529 0.852 0.856 -0.12 -0.21 -0.07
C -1.391 -0.498 1.249 -0.16 0.05 -0.14
C -1.693 -0.557 2.727 -0.25 -0.03 -0.19
C -2.992 -0.713 3.193 -0.07 -0.11 0.02
C -3.261 -0.708 4.554 0.05 0.01 0.01
C -2.221 -0.533 5.456 0.03 0.01 -0.05
C -0.927 -0.332 4.991 0.00 0.07 0.04
C -0.652 -0.329 3.624 0.24 0.12 0.23
P 0.978 0.190 2.933 0.08 -0.02 0.07
C 1.716 -1.388 2.372 0.17 -0.07 0.14
C 1.035 -2.601 2.354 0.15 -0.08 -0.02
C 1.644 -3.749 1.856 -0.02 0.04 0.01
C 2.950 -3.698 1.392 0.03 0.03 0.01
C 3.645 -2.495 1.426 -0.05 -0.02 0.18
C 3.029 -1.347 1.899 0.05 -0.09 0.21
C 1.963 0.580 4.420 -0.05 -0.07 -0.01
C 1.971 1.904 4.850 -0.04 -0.03 0.07
C 2.675 2.274 5.986 0.01 -0.03 0.04
C 3.386 1.321 6.701 -0.03 0.04 -0.04
C 3.390 -0.002 6.277 -0.01 -0.02 -0.04
C 2.681 -0.372 5.142 -0.01 -0.05 0.03
H -3.806 -0.846 2.487 0.03 0.02 0.04
H -4.276 -0.839 4.909 0.04 0.01 -0.01
H -2.417 -0.532 6.521 0.02 -0.01 -0.03
H -0.129 -0.154 5.700 0.01 -0.01 -0.02
H 0.035 -2.658 2.761 0.00 0.00 0.05
H 1.104 -4.688 1.859 0.00 0.00 0.00
H 3.431 -4.594 1.021 0.00 -0.01 0.00
H 4.671 -2.452 1.080 -0.02 0.00 0.02
H 3.579 -0.411 1.919 -0.02 -0.06 0.06
H 1.436 2.655 4.284 -0.02 -0.04 0.07
H 2.679 3.310 6.302 0.00 -0.02 -0.01
H 3.944 1.608 7.583 -0.01 0.00 -0.01
H 3.947 -0.747 6.830 -0.01 0.01 -0.01
H 2.688 -1.408 4.823 0.00 0.03 0.00
I -0.216 3.794 2.040 -0.32 0.20 0.03
C -2.337 3.683 1.689 0.18 0.09 -0.01
I -2.680 3.799 -0.413 -0.12 0.06 0.06
H -2.830 4.524 2.159 -0.04 -0.01 0.01
H -2.701 2.717 2.016 0.01 0.00 0.01
I 3.109 3.944 2.178 0.21 0.17 0.05
I 5.714 3.628 0.378 0.03 0.30 0.02
C 4.180 -0.716 -1.205 -0.06 0.08 -0.07
C 4.174 0.539 -0.619 0.07 -0.20 -0.13
C 2.964 1.093 -0.246 -0.10 0.00 -0.07
N 1.792 0.468 -0.431 -0.23 0.03 -0.01
C 1.812 -0.766 -0.954 0.07 0.01 -0.11
C 2.976 -1.387 -1.361 -0.04 0.05 -0.11
H 5.111 -1.173 -1.517 0.00 0.00 0.00
H 5.081 1.101 -0.442 -0.08 -0.09 -0.04
H 2.931 2.060 0.242 0.01 0.00 -0.09
H 0.861 -1.269 -1.046 -0.05 0.01 -0.02
H 2.932 -2.384 -1.778 0.00 0.01 0.01
O -0.964 0.651 -1.796 0.16 0.21 -0.11
P -1.536 -0.695 -2.191 0.11 0.03 0.11
N -1.481 -1.750 -0.928 -0.13 -0.06 -0.01
C -1.133 -3.186 -0.964 0.05 0.13 0.09
C -2.243 -3.830 -0.155 -0.03 0.00 0.02
C -2.443 -2.829 0.974 -0.02 -0.02 0.01
C -2.215 -1.442 0.345 0.06 0.02 -0.07
N -3.068 -0.416 -2.705 -0.09 0.02 0.04
C -3.922 0.651 -2.132 -0.03 -0.10 -0.03
C -5.303 0.007 -2.069 -0.02 0.00 -0.01
C -5.297 -0.942 -3.266 -0.01 0.03 0.01
C -3.888 -1.525 -3.233 -0.02 0.08 0.03
N -0.611 -1.296 -3.407 0.00 -0.06 -0.01
C -0.048 -0.263 -4.321 0.03 -0.07 0.02
C 0.630 -1.090 -5.399 -0.01 -0.01 -0.01
C -0.316 -2.275 -5.558 0.03 -0.03 0.01
C -0.725 -2.594 -4.121 -0.04 0.13 -0.03
H -0.161 -3.351 -0.486 0.00 0.02 0.01
H -1.086 -3.569 -1.972 0.02 0.00 -0.12
H -1.977 -4.823 0.202 0.00 -0.01 0.01
H -3.144 -3.919 -0.767 -0.01 0.00 0.01
H -1.692 -2.999 1.744 -0.03 -0.01 0.01
H -3.415 -2.902 1.455 0.00 -0.02 -0.03
H -0.349 -0.833 1.104 -0.14 -0.02 -0.03
H -3.164 -0.953 0.100 -0.02 -0.01 0.01
H -3.920 1.524 -2.790 0.00 0.00 -0.03
H -3.559 0.968 -1.157 0.03 0.01 0.02
H -6.103 0.744 -2.105 -0.01 0.00 0.00
H -5.408 -0.560 -1.140 0.00 -0.01 0.00
H -5.441 -0.380 -4.190 -0.01 0.00 0.00
H -6.063 -1.714 -3.217 0.00 0.01 0.01
H -3.547 -1.831 -4.222 0.00 0.03 0.00
H -3.846 -2.397 -2.568 0.01 -0.01 0.02
H 0.634 0.388 -3.778 0.02 -0.01 0.01
H -0.847 0.352 -4.750 -0.02 0.01 0.01
H 1.609 -1.426 -5.050 -0.01 -0.01 0.01
H 0.772 -0.525 -6.319 0.00 -0.01 -0.01
H 0.146 -3.134 -6.042 -0.02 -0.01 -0.02
H -1.189 -1.987 -6.147 -0.01 0.03 0.01
H -0.042 -3.323 -3.683 0.07 0.01 0.01
H -1.734 -3.004 -4.075 0.02 -0.03 0.06
O 0.792 3.168 -1.228 -0.05 -0.28 -0.07
N 1.326 4.125 -1.958 -0.11 0.12 0.16
C 2.478 4.686 -1.559 -0.06 0.00 0.01
C 3.043 5.698 -2.305 0.01 0.00 0.02
C 2.411 6.133 -3.457 0.03 0.04 -0.02
C 1.216 5.537 -3.839 -0.01 0.00 -0.02
C 0.684 4.529 -3.070 0.04 -0.04 0.01
H 2.892 4.318 -0.631 0.04 -0.08 0.07
H 3.971 6.127 -1.952 -0.02 -0.01 -0.04
H 2.839 6.930 -4.051 -0.01 -0.01 0.00
H 0.687 5.849 -4.728 0.01 0.00 0.01
H -0.235 4.005 -3.278 -0.01 0.00 -0.01
```
Positions in Å, forces in eV/Å.

Output
Max |F|   0.725 eV/A
Kohn-Sham gap (spin up / spin down)   6.55 / 6.46 eV
Net charge   +1
DFT total energy   -129640.648 eV
2S+1   2
HOMO energy (spin up / spin down)   -9.110 / -9.817 eV

Löwdin atomic charge list, values in e, 99 entries: atom 1 (Sc): 0.666, atom 2 (O): -0.348, atom 3 (C): -0.370, atom 4 (C): -0.204, atom 5 (C): -0.030, atom 6 (C): -0.062, atom 7 (C): -0.064, atom 8 (C): -0.052, atom 9 (C): -0.284, atom 10 (P): 1.108, atom 11 (C): -0.375, atom 12 (C): -0.088, atom 13 (C): -0.079, atom 14 (C): -0.078, atom 15 (C): -0.085, atom 16 (C): -0.114, atom 17 (C): -0.386, atom 18 (C): -0.180, atom 19 (C): -0.074, atom 20 (C): -0.072, atom 21 (C): -0.073, atom 22 (C): -0.085, atom 23 (H): 0.117, atom 24 (H): 0.108, atom 25 (H): 0.109, atom 26 (H): 0.105, atom 27 (H): 0.092, atom 28 (H): 0.107, atom 29 (H): 0.106, atom 30 (H): 0.113, atom 31 (H): 0.114, atom 32 (H): -0.016, atom 33 (H): 0.110, atom 34 (H): 0.107, atom 35 (H): 0.106, atom 36 (H): 0.107, atom 37 (I): 0.844, atom 38 (C): -1.028, atom 39 (I): 0.920, atom 40 (H): -0.028, atom 41 (H): -0.037, atom 42 (I): 0.068, atom 43 (I): 0.027, atom 44 (C): -0.046, atom 45 (C): -0.078, atom 46 (C): -0.174, atom 47 (N): -0.003, atom 48 (C): -0.126, atom 49 (C): -0.051, atom 50 (H): 0.121, atom 51 (H): -0.015, atom 52 (H): -0.042, atom 53 (H): 0.080, atom 54 (H): 0.118, atom 55 (O): -0.338, atom 56 (P): 0.602, atom 57 (N): -0.130, atom 58 (C): -0.166, atom 59 (C): -0.141, atom 60 (C): -0.113, atom 61 (C): -0.209, atom 62 (N): -0.172, atom 63 (C): -0.209, atom 64 (C): -0.159, atom 65 (C): -0.158, atom 66 (C): -0.183, atom 67 (N): -0.160, atom 68 (C): -0.183, atom 69 (C): -0.162, atom 70 (C): -0.157, atom 71 (C): -0.188, atom 72 (H): 0.113, atom 73 (H): 0.084, atom 74 (H): 0.121, atom 75 (H): 0.109, atom 76 (H): 0.104, atom 77 (H): 0.120, atom 78 (H): 0.089, atom 79 (H): 0.139, atom 80 (H): 0.112, atom 81 (H): 0.046, atom 82 (H): 0.117, atom 83 (H): 0.112, atom 84 (H): 0.119, atom 85 (H): 0.117, atom 86 (H): 0.107, atom 87 (H): 0.109, atom 88 (H): 0.107, atom 89 (H): 0.121, atom 90 (H): 0.117, atom 91 (H): 0.118, atom 92 (H): 0.117, atom 93 (H): 0.116, atom 94 (H): 0.109, atom 95 (H): 0.098, atom 96 (O): -0.297, atom 97 (N): -0.143, atom 98 (C): -0.009, atom 99 (C): -0.004